Entry 1:
Here is C4H7NO in the gas phase from the Open Molecules 2025 dataset. Energies are from ωB97M-V/def2-TZVPD.

Element x y z (Å)
C 1.37588 1.23496 0.98846
N 0.74941 -2.66149 -0.41098
C -0.10292 -1.88067 -0.37940
C -1.17106 -0.87807 -0.31039
C -0.75536 0.28530 0.58937
O 0.40682 0.84883 0.04303
H 1.05184 2.10195 1.58243
H 2.27271 1.50418 0.42654
H 1.61820 0.40611 1.66967
H -2.08790 -1.34972 0.05926
H -1.36486 -0.50557 -1.32116
H -1.56905 1.02426 0.63067
H -0.58069 -0.08126 1.61105

As for the energy above the lowest of the compared OMol25 structures with the same formula, charge and spin: 35.16 kcal/mol. The value obtained for the gap between HOMO and LUMO is 11.16 eV. The value obtained for the largest force on an atom is 0.0217 hartree/bohr. As for the LUMO energy: 0.84 eV. As for the spin multiplicity: 1. As for the electronic energy: -7798.1196 eV.


Entry 2:
Here is C4H7NO in the gas phase from the Open Molecules 2025 dataset. Energies are from ωB97M-V/def2-TZVPD.

Element x y z (Å)
O 1.33406 -0.14844 1.24689
C 1.14260 0.21732 -0.27526
C 0.00811 -0.66779 -0.82706
C -0.98565 -0.33158 0.30330
C -1.82283 0.80680 -0.06947
N -2.41770 1.75371 -0.37933
H 1.56297 0.57125 1.86948
H 2.13897 0.01487 -0.61276
H 0.82035 1.26221 -0.43608
H 0.28603 -1.72630 -0.84193
H -0.32682 -0.44179 -1.86915
H -0.19149 -0.13607 1.21474
H -1.54861 -1.17421 0.67664

As for the energy above the lowest of the compared OMol25 structures with the same formula, charge and spin: 61.44 kcal/mol. The value obtained for the gap between HOMO and LUMO is 10.71 eV. The value obtained for the largest force on an atom is 0.0634 hartree/bohr. As for the LUMO energy: 0.65 eV. As for the spin multiplicity: 1. As for the electronic energy: -7796.9801 eV.


Entry 3:
Here is C4H7NO in the gas phase from the Open Molecules 2025 dataset. Energies are from ωB97M-V/def2-TZVPD.

Element x y z (Å)
O 2.32057 -0.79027 0.39156
N 1.35117 0.17390 0.56641
C 0.38650 0.01385 -0.32975
C 0.16103 -0.99484 -1.22478
C -1.51883 0.38300 0.95099
C -0.69585 0.99294 -0.07351
H 3.00152 -0.53388 1.02457
H -0.72041 -0.96924 -1.85435
H 0.90336 -1.76343 -1.40681
H -2.39242 0.90461 1.33971
H -1.29740 -0.59607 1.35432
H -1.24485 1.22960 -1.00208
H -0.25439 1.94985 0.26371

As for the energy above the lowest of the compared OMol25 structures with the same formula, charge and spin: 124.67 kcal/mol. The value obtained for the gap between HOMO and LUMO (spin up / spin down) is 9.03 / 7.45 eV. The value obtained for the largest force on an atom is 0.0345 hartree/bohr. As for the LUMO energy (spin up / spin down): 0.54 / -0.65 eV. As for the spin multiplicity: 1. As for the electronic energy: -7794.2382 eV.


Entry 4:
Here is C4H7NO in the gas phase from the Open Molecules 2025 dataset. Energies are from ωB97M-V/def2-TZVPD.

Element x y z (Å)
C 0.61081 -0.95451 0.02176
C -0.88822 -0.92367 0.25709
O -1.49463 -0.10008 -0.69300
C -0.97881 1.09685 -0.67537
N -0.10891 1.33740 0.32734
C 1.11120 0.47484 0.29001
H 1.08532 -1.70948 0.65484
H 0.80999 -1.21760 -1.03055
H -1.41590 -1.87331 0.28073
H -0.63180 0.59442 1.04218
H -1.49016 1.84834 -1.26787
H 1.59345 0.57864 1.26698
H 1.79766 0.84814 -0.47413

As for the energy above the lowest of the compared OMol25 structures with the same formula, charge and spin: 98.90 kcal/mol. The value obtained for the gap between HOMO and LUMO (spin up / spin down) is 8.49 / 8.49 eV. The value obtained for the largest force on an atom is 0.0055 hartree/bohr. As for the LUMO energy (spin up / spin down): 0.69 / 0.69 eV. As for the spin multiplicity: 1. As for the electronic energy: -7795.3557 eV.


Q: Look up the spin multiplicity of the third one.
A: 1


Q: energy above the lowest of the compared OMol25 structures with the same formula, charge and spin of number 3 (C4H7NO)?
A: 124.67 kcal/mol


Q: Look up the energy above the lowest of the compared OMol25 structures with the same formula, charge and spin of the third one.
A: 124.67 kcal/mol


Copy entry 2 word for word.
Here is C4H7NO in the gas phase from the Open Molecules 2025 dataset. Energies are from ωB97M-V/def2-TZVPD.

Element x y z (Å)
O 1.33406 -0.14844 1.24689
C 1.14260 0.21732 -0.27526
C 0.00811 -0.66779 -0.82706
C -0.98565 -0.33158 0.30330
C -1.82283 0.80680 -0.06947
N -2.41770 1.75371 -0.37933
H 1.56297 0.57125 1.86948
H 2.13897 0.01487 -0.61276
H 0.82035 1.26221 -0.43608
H 0.28603 -1.72630 -0.84193
H -0.32682 -0.44179 -1.86915
H -0.19149 -0.13607 1.21474
H -1.54861 -1.17421 0.67664

As for the energy above the lowest of the compared OMol25 structures with the same formula, charge and spin: 61.44 kcal/mol. The value obtained for the gap between HOMO and LUMO is 10.71 eV. The value obtained for the largest force on an atom is 0.0634 hartree/bohr. As for the LUMO energy: 0.65 eV. As for the spin multiplicity: 1. As for the electronic energy: -7796.9801 eV.